No. 1
{"formula": "C3H6NaO2", "method": "ωB97M-V/def2-TZVPD", "energy_ev": -11715.51789, "e_lumo_ev": 2.2, "total_charge": -1, "orbital_gap_ev": 4.0, "largest_force_ev_per_a": 3.3, "relative_energy_ev": 1.759, "symbols": ["O", "C", "C", "O", "C", "Na", "H", "H", "H", "H", "H", "H"], "coordinates": [[2.4109, 0.4822, 0.2665], [1.6293, -0.5989, -0.1031], [0.1924, -0.2883, -0.5079], [-0.5456, 0.0872, 0.7085], [-1.7807, 0.6402, 0.2593], [0.8196, 2.0137, 0.2375], [1.6000, -1.3680, 0.7226], [2.0553, -1.1550, -0.9799], [-0.2520, -1.2461, -0.8637], [-2.2664, 1.1256, 1.1227], [-2.5108, -0.1835, 0.1127], [-1.3521, 0.4907, -0.9751]], "forces_ev_per_a": [[-0.176, 0.363, 0.091], [0.304, 0.095, -0.129], [-0.142, -0.759, 0.045], [-0.168, 0.770, 0.272], [0.341, -3.066, -1.131], [0.177, -1.065, -0.209], [-0.034, 0.189, -0.123], [-0.074, 0.112, 0.099], [0.095, 0.032, 0.137], [0.212, 1.182, -0.548], [-0.113, -0.352, 0.254], [-0.422, 2.500, 1.242]], "mulliken_charge": [-1.035, -0.132, -0.663, -0.313, -0.827, 0.741, 0.135, 0.216, 0.006, 0.261, 0.208, 0.403]}


No. 2
{"formula": "C31H47BiNO4P2", "method": "ωB97M-V/def2-TZVPD", "energy_ev": -66993.43091, "e_lumo_ev": [-5.7, -5.7], "total_charge": 1, "orbital_gap_ev": [4.1, 4.1], "largest_force_ev_per_a": 3.8, "relative_energy_ev": 0.000, "symbols": ["Bi", "C", "C", "C", "C", "C", "C", "H", "H", "H", "C", "H", "H", "H", "C", "H", "H", "H", "C", "H", "H", "H", "C", "H", "H", "H", "C", "C", "C", "C", "C", "C", "C", "C", "H", "H", "H", "H", "H", "H", "H", "H", "H", "H", "H", "H", "P", "P", "C", "C", "H", "H", "H", "H", "C", "H", "H", "H", "C", "H", "H", "H", "C", "H", "H", "H", "C", "H", "H", "H", "O", "C", "O", "C", "C", "C", "C", "C", "C", "N", "O", "O", "H", "H", "H", "H"], "coordinates": [[0.2150, -1.2807, -2.2669], [-0.5848, -3.6757, 0.1660], [-1.5369, -2.7329, 0.6394], [-1.6591, -2.7584, -1.6678], [-0.5354, -3.6104, -1.2590], [-2.2362, -2.2009, -0.4445], [0.1267, -4.6447, 1.0215], [0.8613, -4.1554, 1.6771], [0.6473, -5.4041, 0.4277], [-0.5923, -5.1729, 1.6695], [0.2067, -4.4940, -2.2119], [0.5941, -5.3915, -1.6905], [1.0712, -3.9806, -2.6860], [-0.4445, -4.8480, -3.0325], [-2.4540, -3.0443, -2.8943], [-2.7995, -4.0930, -2.8544], [-1.8913, -2.9237, -3.8266], [-3.3447, -2.4047, -2.9679], [-3.4935, -1.4402, -0.3248], [-4.2385, -2.0359, 0.2274], [-3.9182, -1.1984, -1.3025], [-3.3413, -0.4983, 0.2206], [-1.8531, -2.4223, 2.0609], [-2.8891, -2.6944, 2.3398], [-1.7543, -1.3431, 2.2659], [-1.1682, -2.9461, 2.7422], [1.4530, 0.3370, 2.4210], [0.6955, -0.5870, 3.0543], [-0.2844, -0.1995, 4.1248], [-1.0452, 1.1703, 4.0161], [-2.0378, 1.2634, 2.9082], [-1.8146, 1.3529, 1.5867], [-0.4774, 1.2063, 0.9105], [0.7998, 1.5356, 1.7696], [0.3300, -0.1132, 5.0398], [-0.3259, 2.0029, 4.0265], [-1.0117, -0.9964, 4.3535], [0.5775, 2.2517, 2.5811], [2.5543, 0.3356, 2.3695], [0.8773, -1.6618, 2.8969], [1.5574, 2.0188, 1.1146], [-0.3461, 0.1892, 0.4613], [-2.6896, 1.4340, 0.9106], [-0.4235, 1.8745, 0.0270], [-1.6275, 1.2555, 4.9483], [-3.0827, 1.2187, 3.2435], [-0.1498, 4.3833, -0.8727], [-2.4762, 4.6526, -2.8277], [-0.4846, 6.1417, -1.4511], [-1.3636, 6.1697, -2.6943], [0.4780, 6.6209, -1.6688], [-0.9550, 6.7048, -0.6292], [-2.0162, 7.0560, -2.7067], [-0.7711, 6.1832, -3.6246], [-3.4149, 5.3913, -4.2235], [-4.3029, 4.7844, -4.4191], [-2.7648, 5.3996, -5.1045], [-3.7156, 6.4190, -3.9910], [-3.6673, 5.1415, -1.4840], [-3.8764, 6.2209, -1.5131], [-3.2930, 4.8602, -0.4901], [-4.6014, 4.5946, -1.6760], [1.6313, 4.3042, -1.3491], [2.0590, 3.3458, -1.0240], [2.1941, 5.1366, -0.9062], [1.6966, 4.3651, -2.4440], [-0.0395, 4.8675, 0.9134], [-0.8575, 5.5657, 1.1312], [0.9154, 5.3722, 1.1036], [-0.1427, 3.9859, 1.5581], [2.5195, -2.1737, -2.3725], [2.5584, -2.2514, -1.0999], [1.6353, -1.7106, -0.3636], [3.5933, -3.1149, -0.4509], [3.6161, -3.3128, 0.9470], [4.5815, -4.1457, 1.5143], [5.5650, -4.7345, 0.6881], [5.4159, -4.7105, -0.7140], [4.4479, -3.8785, -1.2706], [6.7867, -5.1877, 1.2688], [6.9226, -5.1762, 2.5155], [7.6859, -5.5627, 0.4753], [2.8875, -2.7919, 1.5718], [4.6165, -4.3068, 2.5852], [6.0746, -5.3171, -1.3400], [4.3455, -3.7854, -2.3532]], "forces_ev_per_a": [[0.315, -0.598, 2.173], [-0.114, 0.610, -1.037], [0.246, -0.621, -0.237], [0.036, 1.404, 0.765], [-0.425, -0.403, 0.991], [0.900, -0.334, -1.265], [0.522, -0.294, 0.483], [-0.111, -0.181, -0.108], [-0.027, 0.188, 0.171], [0.239, 0.211, -0.189], [0.596, -0.741, -0.450], [-0.124, 0.484, -0.366], [-0.407, -0.750, 0.333], [0.180, 0.099, 0.369], [-0.514, -0.058, -0.426], [0.102, 0.329, -0.079], [-0.037, -0.119, -0.023], [0.335, -0.164, 0.028], [-0.463, 0.547, -0.045], [0.194, 0.214, -0.116], [0.011, 0.021, 0.157], [-0.135, -0.293, -0.067], [0.011, -0.038, 0.492], [0.394, 0.022, -0.235], [-0.047, -0.355, -0.245], [-0.261, 0.108, -0.175], [-0.247, -0.013, -0.290], [0.697, -0.031, -0.165], [-1.187, 0.397, 0.090], [0.363, -0.639, 0.972], [-0.618, 0.099, -0.999], [-0.231, -0.629, 0.289], [1.085, 0.626, -0.405], [0.246, 0.714, 0.595], [-0.147, -0.140, -0.299], [-0.421, -0.383, 0.098], [0.151, 0.220, -0.237], [-0.021, 0.152, -0.972], [-0.541, -1.060, -1.006], [0.786, 0.344, 1.118], [-0.488, -0.265, 0.392], [-0.209, 0.320, 0.553], [0.590, -0.006, 0.476], [-0.324, -0.103, 0.404], [0.374, 0.048, -0.198], [0.328, 0.287, -0.269], [0.103, 1.057, 0.546], [-0.236, 1.246, -0.125], [0.171, -0.104, -0.174], [-0.212, -0.497, -0.351], [-0.135, 0.030, 0.225], [0.131, -0.302, -0.317], [0.229, -0.200, -0.054], [-0.086, 0.050, 0.323], [-0.213, -0.186, -0.101], [0.063, 0.133, -0.196], [-0.235, -0.025, 0.014], [-0.040, -0.160, -0.113], [0.005, -0.331, -0.068], [0.072, -0.282, 0.023], [-0.120, 0.075, -0.219], [0.164, 0.155, 0.210], [0.022, -0.169, 0.049], [0.036, 0.251, -0.108], [-0.050, -0.229, -0.117], [0.048, -0.057, 0.249], [0.160, -0.358, 0.109], [0.174, -0.290, 0.028], [-0.185, -0.065, 0.150], [0.100, 0.363, -0.047], [-0.866, 0.300, 0.984], [-0.460, -0.288, 0.081], [0.061, 0.100, -1.832], [0.195, -0.542, 0.345], [0.052, -0.052, -0.513], [0.460, 0.123, -0.463], [-2.055, 1.348, -0.781], [0.263, 0.094, 0.487], [-0.260, 0.163, 0.144], [3.120, -1.845, 1.227], [-0.589, 0.105, -2.705], [-1.957, 0.823, 1.679], [0.276, -0.175, -0.155], [0.178, 0.173, -0.098], [-0.095, 0.453, 0.261], [0.107, -0.112, 0.357]], "mulliken_charge": [1.016, 0.283, 0.960, 0.431, 0.771, 0.821, -1.809, 0.256, 0.346, 0.425, -1.057, 0.356, 0.203, 0.312, -1.589, 0.374, 0.306, 0.357, -1.496, 0.379, 0.384, 0.080, -1.548, 0.468, -0.198, 0.500, -0.625, -0.376, -0.698, -0.821, -0.401, -0.726, 1.500, -0.538, 0.484, 0.291, 0.288, 0.299, 0.495, 0.254, 0.192, -1.344, 0.699, 0.018, 0.463, 0.365, 0.803, 0.215, -0.877, -0.976, 0.462, 0.412, 0.522, 0.421, -1.186, 0.388, 0.373, 0.337, -1.078, 0.343, 0.246, 0.391, -1.435, 0.310, 0.388, 0.389, -0.852, 0.463, 0.366, -0.164, -0.843, 0.584, -0.374, 0.168, 0.047, -0.573, -0.006, -0.541, -0.580, 0.916, -0.546, -0.546, 0.484, 0.481, 0.449, 0.470]}